Below is a cluster of 2 separate species, C2H8ClN2P in total in a non-equilibrium geometry, with properties calculated with the ωB97M-V functional and the def2-TZVPD basis.

```
! RIJCOSX wB97M-V def2-TZVPD def2/J DEFGRID3
* xyz 0 3
C -3.127 -0.686 -0.439
C 2.726 0.731 0.485
N -1.968 -1.064 0.257
N 2.231 -0.032 -0.613
P -0.800 -0.398 0.846
Cl -0.912 1.639 0.522
H -2.938 -0.832 -1.505
H -3.888 -1.354 -0.022
H -3.372 0.260 -0.251
H 2.074 0.612 1.463
H 3.661 0.146 0.708
H 2.916 1.783 0.193
H 2.125 -1.070 -0.605
H 1.273 0.263 -1.041
*
```

Calculated values
energy relative to the best compared isomer or geometry (same formula, charge and spin)	42.1	kJ/mol
E_tot	-991.88141	hartree
molar mass	126.527	g mol⁻¹

Atomic partial charges in e from the natural (NBO) method, atoms 1 to 4:
1 C -0.43
2 C -0.41
3 N -0.69
4 N -0.86

---

Below is a structure of composition C3H5NO in a non-equilibrium geometry, with properties calculated with the ωB97M-V functional and the def2-TZVPD basis.

```
! RIJCOSX wB97M-V def2-TZVPD def2/J DEFGRID3
* xyz 0 1
O -1.026 0.337 0.779
C -0.623 1.559 0.931
C 0.111 0.287 -0.429
C 0.919 -0.888 -0.144
N -0.178 -0.904 -1.129
H -1.328 2.158 1.533
H 0.468 1.130 -1.048
H 1.911 -1.008 -0.570
H 0.761 -1.340 0.829
H -1.016 -1.331 -0.751
*
```

Calculated values
energy relative to the best compared isomer or geometry (same formula, charge and spin)	605.5	kJ/mol
E_tot	-247.07662	hartree
molar mass	71.079	g mol⁻¹

Atomic partial charges in e from the natural (NBO) method, atoms 1 to 4:
1 O -0.50
2 C 0.07
3 C 0.21
4 C -0.29

---

Below is a structure of composition C32H37BO3S in a non-equilibrium geometry, with properties calculated with the ωB97M-V functional and the def2-TZVPD basis.

```
! RIJCOSX wB97M-V def2-TZVPD def2/J DEFGRID3
* xyz 0 1
C -6.083 2.869 -0.247
C -4.589 2.956 -0.227
C -3.916 3.326 0.941
C -2.515 3.305 0.998
C -1.793 2.841 -0.124
B 1.112 -2.356 0.285
C -0.298 2.430 -0.057
C 0.465 3.001 1.104
C 1.822 3.116 0.876
C 2.152 3.054 -0.499
C 3.507 2.967 -1.076
S 0.735 3.157 -1.445
O 1.302 -2.215 1.647
C 2.683 -2.643 1.717
C 3.325 -2.149 2.986
C 2.582 -4.167 1.798
C 3.294 -2.106 0.373
C 3.982 -0.750 0.475
C 4.231 -3.046 -0.340
O 2.150 -1.985 -0.500
C -2.456 2.683 -1.342
C -3.844 2.680 -1.384
H -6.443 2.973 -1.269
H -6.437 1.905 0.130
H -6.521 3.647 0.380
H -4.479 3.582 1.840
H -2.003 3.612 1.913
H -0.008 3.250 2.056
H 2.615 3.221 1.630
H 4.256 3.151 -0.297
H 3.672 1.953 -1.471
H 3.629 3.673 -1.906
H 4.327 -2.584 3.032
H 3.430 -1.062 3.049
H 2.771 -2.513 3.859
H 3.563 -4.622 1.938
H 1.944 -4.412 2.659
H 2.114 -4.607 0.906
H 4.921 -0.886 1.029
H 4.260 -0.378 -0.527
H 3.395 0.025 0.991
H 5.133 -3.182 0.254
H 3.765 -4.018 -0.522
H 4.522 -2.598 -1.296
H -1.866 2.537 -2.250
H -4.352 2.417 -2.310
C -1.955 -3.604 -4.790
O -1.537 -2.229 -4.688
C -1.145 -1.654 -3.520
C -0.530 -0.392 -3.643
C -0.128 0.301 -2.512
C -0.482 -0.087 -1.221
C -0.099 0.975 -0.018
C -0.793 0.437 1.233
C -2.134 0.052 1.124
C -2.920 0.116 2.266
C -2.327 0.358 3.505
C -0.941 0.461 3.613
C -0.150 0.422 2.472
C -0.802 -1.476 -1.105
C -1.303 -2.182 -2.219
H -2.066 -3.778 -5.867
H -1.201 -4.296 -4.382
H -2.924 -3.742 -4.290
H -0.448 0.054 -4.626
H 0.456 1.209 -2.649
H 0.989 0.764 0.050
H -2.555 -0.195 0.145
H -3.993 0.065 2.141
H -2.949 0.502 4.382
H -0.456 0.633 4.563
H 0.944 0.428 2.508
H -0.800 -2.050 -0.136
H -1.807 -3.145 -2.109
*
```

Calculated values
energy relative to the best compared isomer or geometry (same formula, charge and spin)	783.8	kJ/mol
E_tot	-1890.12262	hartree
molar mass	512.524	g mol⁻¹

Atomic partial charges in e from the Löwdin method, atoms 1 to 4:
1 C -0.06
2 C -0.28
3 C -0.04
4 C -0.01

---

- energy relative to the best compared isomer or geometry (same formula, charge and spin) of number 3 (C32H37BO3S)?
  783.8 kJ/mol

---

- Which of these has the lowest energy relative to the best compared isomer or geometry (same formula, charge and spin)?
  C2H8ClN2P

---

- The highest energy relative to the best compared isomer or geometry (same formula, charge and spin) belongs to which entry?
  C32H37BO3S

---

- Which formula does entry 3 have?
  C32H37BO3S